# 1
{
  "formula": "C3H4EuO3",
  "method": "wB97M-V/def2-TZVPD",
  "multiplicity": 8,
  "e_above_lowest_kj_mol": 314.7,
  "orbital_gap_ev": [4.208, 8.100],
  "species": ["H", "O", "O", "C", "C", "O", "C", "H", "H", "H", "Eu"],
  "coordinates": [[-1.744, -0.141, 0.636], [2.214, -1.743, 1.144], [-0.517, 1.522, 0.820], [-1.151, 0.573, 0.028], [-0.222, -0.242, -0.872], [0.574, -1.236, -0.212], [1.589, -0.832, 0.621], [-1.867, 1.060, -0.664], [0.439, 0.443, -1.433], [-0.822, -0.800, -1.602], [1.507, 1.396, 1.534]],
  "forces_ev_per_a": [[0.226, 0.289, -0.112], [-0.075, 1.288, -0.131], [1.887, -0.262, 0.611], [-0.786, -0.531, -0.491], [0.245, 0.147, -0.194], [-0.171, 0.060, -0.114], [-0.435, -1.207, -0.088], [0.202, -0.044, 0.256], [-0.147, -0.114, 0.097], [0.149, 0.134, 0.231], [-1.095, 0.240, -0.065]]
}

=====

# 2
{
  "formula": "C46H36I2N4O3OsSeTe",
  "method": "wB97M-V/def2-TZVPD",
  "multiplicity": 5,
  "total_charge": 2,
  "orbital_gap_ev": [7.077, 5.454],
  "species": ["Os", "C", "C", "C", "C", "C", "O", "C", "C", "C", "C", "C", "C", "C", "O", "C", "C", "C", "N", "C", "C", "Te", "C", "C", "C", "C", "C", "C", "C", "C", "C", "C", "C", "C", "H", "H", "H", "H", "H", "H", "H", "H", "H", "H", "H", "H", "H", "H", "H", "H", "H", "H", "H", "H", "H", "H", "H", "H", "I", "C", "C", "C", "I", "C", "C", "C", "C", "N", "C", "C", "O", "H", "H", "H", "H", "C", "N", "C", "Se", "N", "C", "C", "C", "C", "C", "C", "H", "H", "H", "H", "H", "H", "H", "H"],
  "coordinates": [[0.928, 0.682, 0.453], [-5.806, -0.836, -1.509], [-4.319, -0.838, -1.140], [-3.453, -1.950, -1.152], [-2.155, -1.871, -0.784], [-1.453, -3.234, -0.675], [-1.524, -3.813, 0.375], [-0.670, -3.816, -1.813], [-0.503, -5.217, -1.805], [0.231, -5.760, -2.794], [0.859, -4.923, -3.717], [0.657, -3.548, -3.742], [-0.116, -2.997, -2.757], [-1.630, -0.644, -0.335], [-0.350, -0.711, -0.004], [-2.457, 0.489, -0.229], [-3.800, 0.361, -0.699], [-1.999, 1.794, 0.243], [-0.748, 2.059, 0.518], [-0.452, 3.373, 1.160], [0.277, 4.469, 0.371], [-0.471, 4.978, -1.572], [1.797, 1.063, -2.652], [2.835, 0.302, -3.123], [2.691, -0.386, -4.316], [1.433, -0.381, -4.989], [0.394, 0.328, -4.446], [0.596, 1.150, -3.315], [-3.124, 2.747, 0.573], [-3.800, 3.562, -0.387], [-5.054, 4.116, -0.112], [-5.544, 4.020, 1.165], [-4.839, 3.418, 2.140], [-3.641, 2.755, 1.827], [-6.180, 0.109, -1.345], [-6.372, -1.503, -0.855], [-5.994, -1.237, -2.495], [-3.931, -2.897, -1.478], [-1.053, -5.850, -1.044], [0.347, -6.835, -2.966], [1.483, -5.373, -4.504], [1.106, -2.912, -4.527], [-0.306, -1.993, -2.776], [-4.415, 1.238, -0.784], [0.153, 3.110, 2.048], [-1.403, 3.817, 1.459], [1.310, 4.161, 0.106], [0.334, 5.359, 0.950], [3.689, 0.158, -2.463], [3.512, -1.035, -4.644], [1.283, -0.953, -5.873], [-0.558, 0.360, -4.903], [-0.140, 1.784, -2.860], [-3.353, 3.645, -1.357], [-5.673, 4.598, -0.889], [-6.518, 4.396, 1.309], [-5.117, 3.394, 3.183], [-3.091, 2.178, 2.594], [3.652, 3.332, -4.127], [3.963, 3.213, -2.072], [5.111, 3.903, -1.521], [5.404, 3.885, -0.209], [7.114, 4.946, 0.447], [4.464, 3.354, 0.691], [4.574, 3.544, 2.112], [3.592, 3.012, 2.880], [2.523, 2.327, 2.306], [2.388, 2.127, 1.011], [3.357, 2.630, 0.203], [3.126, 2.582, -1.189], [2.006, 1.872, -1.482], [5.768, 4.409, -2.186], [5.444, 4.092, 2.445], [3.560, 3.180, 3.925], [1.671, 1.891, 2.886], [2.551, -1.309, 4.232], [1.656, -2.064, 3.356], [1.672, -2.052, 2.015], [2.724, -0.944, 0.920], [0.911, -3.055, 1.580], [0.446, -3.843, 2.650], [-0.338, -5.025, 2.724], [-0.621, -5.551, 3.966], [-0.112, -4.903, 5.143], [0.586, -3.702, 5.071], [0.941, -3.229, 3.794], [2.992, -0.570, 3.634], [3.300, -1.997, 4.672], [1.937, -0.828, 4.992], [0.761, -3.164, 0.589], [-0.605, -5.525, 1.838], [-1.164, -6.470, 4.007], [-0.160, -5.356, 6.110], [0.900, -3.175, 5.944]],
  "forces_ev_per_a": [[-0.869, 0.027, -0.101], [1.519, -2.826, 0.349], [-0.311, 0.746, 0.216], [-2.510, -0.385, -0.836], [0.313, -0.569, 0.086], [0.692, 1.087, -0.780], [-0.338, -0.402, 0.737], [-0.994, -0.337, 1.608], [-1.600, 0.173, 1.610], [1.153, -0.999, -1.461], [0.458, 0.000, -1.186], [0.984, -0.449, -0.834], [0.121, -1.650, -0.252], [-0.430, -0.553, -0.126], [1.334, 0.918, 0.466], [-0.126, -0.032, -0.901], [0.763, -0.443, 0.008], [0.169, -0.009, 0.362], [0.161, 0.398, -0.259], [-0.072, 0.057, 0.178], [0.651, -1.673, -1.177], [-0.052, -0.054, 0.020], [0.416, 1.029, -0.146], [0.461, -0.974, 0.302], [-0.702, -0.708, -0.135], [1.508, 0.232, 1.144], [0.460, 1.295, 1.041], [0.201, -0.769, 0.349], [-0.468, 1.322, -1.758], [0.089, -0.816, 0.167], [1.086, -0.127, -1.188], [-0.874, 0.346, -0.615], [1.751, -1.110, 1.363], [0.046, -0.714, 1.750], [-0.946, 2.117, -0.101], [0.183, -0.038, 0.190], [0.021, 0.306, -0.460], [0.715, 0.447, 0.265], [0.814, 0.952, -0.985], [-0.085, 0.371, 0.463], [-0.358, 0.166, 0.413], [-0.278, -0.606, 0.605], [-0.519, 2.596, 0.201], [-0.123, 0.126, 0.320], [-0.477, 0.438, -0.211], [0.246, -0.208, 0.344], [-0.487, 0.278, 0.289], [0.016, 0.681, 0.592], [0.221, 0.188, -0.478], [-0.412, 0.406, -0.063], [0.021, -0.340, -0.607], [-0.857, -0.091, -0.532], [-0.602, 0.249, -0.221], [-0.043, 0.014, -0.522], [0.718, -0.225, 0.423], [-0.925, 0.515, 0.607], [-0.457, 0.060, -0.073], [-0.607, 0.396, -0.229], [0.099, 0.328, 0.188], [0.552, 0.543, 0.576], [-0.816, -0.957, -1.073], [0.273, 0.917, 0.397], [-0.377, -0.325, -0.181], [0.087, -0.338, 1.747], [-0.021, -0.541, -1.963], [-0.549, 0.221, 0.398], [-1.039, -0.591, 0.452], [0.355, -0.173, 0.555], [0.285, 0.949, -0.630], [0.457, -0.638, -0.684], [-1.545, -0.733, -0.821], [0.334, 0.247, -0.610], [-0.196, -0.009, 0.466], [0.113, -0.005, 0.876], [1.156, 0.503, -0.037], [-0.860, -1.220, 0.668], [0.072, -1.309, 0.608], [-0.513, -0.633, 0.810], [-0.064, 0.255, -0.359], [0.273, -0.267, -0.051], [-0.144, -0.226, 0.042], [0.909, 1.073, 0.600], [1.275, 1.247, 0.468], [0.151, 0.390, -1.086], [0.257, -0.486, -0.914], [-0.679, 0.806, -0.355], [0.921, 1.030, -0.652], [-0.412, 0.541, -0.180], [0.197, -0.095, 0.211], [-0.234, -0.392, 0.028], [-0.551, -0.389, -0.887], [-0.203, -0.383, 0.282], [-0.588, -0.219, 0.341], [0.256, 0.047, 0.537]]
}